The following is a DFT calculation (wB97M-V/def2-TZVPD) of C59H47FGeN7O8Pb as an isolated structure.

XYZ file:
```
124
Properties=species:S:1:pos:R:3:forces:R:3:mulliken_charge:R:1
C -1.230 1.193 6.124 -0.06 0.02 0.03 -0.10
O -0.331 -1.539 1.178 0.27 -0.09 0.07 -0.62
C 5.683 -3.548 1.716 -0.06 0.00 -0.02 -0.58
O 0.167 0.777 2.431 0.11 0.02 0.13 0.61
H -0.649 4.504 8.000 0.00 0.01 0.01 0.39
C -1.537 -0.521 -3.194 0.04 -0.07 0.03 -0.24
C -2.670 6.106 1.597 -0.04 0.03 0.01 -0.52
H -0.216 -2.712 -0.914 0.03 0.02 -0.01 0.56
C -0.812 3.568 7.479 -0.01 -0.01 -0.01 -0.66
H -4.896 6.427 4.131 -0.01 0.01 0.01 0.38
H 2.329 -6.267 -3.006 0.03 -0.02 -0.01 0.56
O -0.579 4.117 -0.897 -0.06 -0.11 -0.03 -0.61
H -1.777 -0.598 3.500 0.01 0.00 -0.03 -0.02
C 0.848 -2.921 -0.876 -0.02 -0.02 0.01 -0.23
C 2.826 -3.860 -1.815 -0.06 -0.16 0.12 -0.21
H -3.604 2.979 0.097 0.01 0.02 0.03 0.45
C -3.546 4.778 3.874 0.01 -0.01 0.03 0.20
C 0.887 -1.568 1.177 -0.11 0.07 -0.02 0.65
C 0.319 4.998 -0.730 0.07 -0.15 0.03 0.10
Ge -1.740 2.452 3.482 -0.12 0.11 -0.01 1.66
C 3.105 -1.129 2.077 0.23 0.09 -0.51 -0.85
H -1.398 0.251 5.618 0.00 -0.04 -0.05 0.19
C 1.720 4.459 -0.402 0.01 -0.01 0.07 -0.15
H -0.745 0.225 7.976 0.01 -0.01 0.01 0.38
C -4.338 1.408 2.590 -0.07 0.01 0.12 -0.15
C 0.323 -1.546 -3.920 0.00 0.23 -0.07 -1.03
C 3.064 2.611 -0.105 0.04 -0.01 -0.16 0.31
C -6.420 -3.368 -6.204 0.05 0.05 0.06 -0.06
C 5.130 -2.210 1.301 0.21 0.08 -0.11 -0.50
H 5.488 -4.295 -5.499 0.00 -0.01 -0.01 0.40
C 1.420 0.472 2.680 0.14 0.37 -0.35 -0.06
O 5.058 5.544 0.574 -0.03 0.12 -0.02 -0.57
C -4.006 -0.732 -5.182 0.01 -0.02 -0.02 0.11
H -4.993 -1.267 -7.012 0.00 0.00 -0.01 0.44
C -3.679 -1.269 2.814 -0.03 0.04 0.00 -0.99
H 4.961 -4.313 1.969 0.01 -0.02 0.01 0.22
H -1.288 4.531 5.631 0.01 0.01 -0.01 0.32
C -2.536 4.205 3.100 0.00 -0.09 -0.05 -0.34
H -1.347 4.455 1.332 0.10 -0.05 -0.10 0.01
C 1.795 -0.827 2.050 -0.34 -0.35 0.42 0.18
H -1.649 -2.266 -4.603 -0.02 -0.02 0.02 0.51
C 1.599 -2.398 0.164 -0.11 -0.14 -0.03 0.27
H 6.585 -3.898 1.233 -0.01 -0.01 0.00 0.30
C 4.330 -3.673 -3.783 -0.07 0.02 -0.05 -0.24
H -3.457 0.094 -5.613 0.00 0.01 -0.01 0.50
H 3.832 -7.402 -4.423 0.00 0.00 0.01 0.36
N -0.473 0.135 -2.614 -0.14 -0.06 0.01 0.13
O 2.258 1.213 3.160 -0.16 -0.16 0.19 -0.76
H -3.402 -2.314 2.879 0.01 -0.01 0.00 0.39
C 4.156 3.390 0.220 0.04 0.00 -0.02 -0.64
C 5.772 -2.365 2.638 -0.03 0.00 -0.02 -0.71
C 2.756 5.319 -0.083 0.02 -0.01 -0.02 -0.44
H 4.679 -2.821 -3.206 0.02 -0.03 0.01 0.43
H 6.433 -4.192 -4.007 0.00 0.00 0.01 0.39
H 3.746 -6.097 -5.607 0.01 0.01 0.00 0.32
C -3.837 -1.020 -3.831 -0.02 -0.01 0.01 -0.93
N 5.240 -5.897 -4.103 0.06 -0.06 0.02 -0.46
H 5.677 -1.650 0.549 -0.10 0.10 0.01 0.62
C -3.838 2.253 -0.672 -0.02 0.05 -0.02 -0.11
C 2.985 -2.606 0.225 0.02 0.13 -0.04 0.00
H 2.566 6.385 -0.088 0.00 0.00 0.00 0.45
C -2.903 -0.209 -2.991 -0.07 0.08 0.03 0.94
H -5.928 -3.685 -3.605 0.00 0.00 0.01 0.43
H 3.607 -3.317 -4.515 -0.01 0.04 0.03 0.17
C -5.386 -2.856 -4.040 -0.03 -0.01 -0.01 -0.86
C 0.621 -0.476 -3.040 0.02 0.02 -0.13 -0.76
H 4.296 -5.141 -2.384 0.02 0.13 0.05 0.52
C 2.856 -5.604 -3.689 0.00 0.03 -0.01 -0.70
H 1.033 -2.194 -4.418 -0.02 0.05 -0.02 0.58
O 4.260 0.547 -0.164 0.41 -0.11 0.04 -0.82
C -1.055 -1.580 -4.017 0.05 0.07 -0.04 -0.66
H 5.978 -6.493 -4.451 -0.04 0.04 -0.01 0.30
H -4.609 2.453 2.489 0.01 0.02 -0.02 0.34
C 3.142 1.082 -0.164 -0.22 0.28 0.11 -0.51
C 5.471 -4.492 -4.421 -0.02 0.01 -0.03 -0.81
C -2.766 -0.291 3.182 0.03 -0.01 -0.04 0.08
C -4.536 -2.084 -3.268 0.00 0.02 -0.01 0.16
C -1.175 3.579 6.138 0.00 -0.01 0.01 -0.35
C -1.395 2.394 5.433 0.13 0.07 -0.03 -0.14
C 3.593 -3.360 -0.777 -0.04 -0.05 0.01 -1.35
C -0.865 1.172 7.464 -0.01 0.02 -0.01 -0.78
H 3.770 -0.527 2.679 0.01 -0.05 0.06 0.66
C -4.111 5.997 3.520 0.03 -0.01 -0.02 -0.73
C -4.931 -0.908 2.333 0.04 0.01 0.01 -0.60
C -5.547 -2.562 -5.393 0.04 0.04 0.02 0.65
H -6.055 2.475 -0.973 -0.02 0.01 0.01 0.48
H -2.315 6.601 0.701 0.01 0.00 0.01 0.48
N 3.574 -4.585 -2.856 0.04 0.01 -0.11 0.53
H 5.122 -2.361 3.501 0.00 0.00 0.03 0.28
C -3.079 1.067 3.083 0.06 -0.04 -0.10 0.28
H -3.898 4.269 4.766 0.00 0.00 0.01 0.44
C -2.112 4.886 1.960 -0.08 0.05 0.08 -0.59
N 1.879 3.142 -0.403 -0.02 -0.01 0.03 -0.02
C -5.259 0.435 2.222 0.01 0.01 -0.01 -0.64
H 6.730 -1.888 2.784 0.00 0.01 0.01 0.26
C -3.518 0.711 -2.158 -0.01 -0.12 0.05 -0.22
C -4.858 -1.492 -5.963 -0.02 -0.02 0.01 -0.87
H -4.116 7.610 2.101 -0.01 0.01 0.00 0.37
H -5.639 -1.669 2.029 -0.02 -0.01 0.00 0.38
C -0.211 2.212 2.332 0.01 -0.22 -0.13 -0.87
C 1.457 -3.656 -1.862 -0.12 0.01 -0.37 0.40
H -5.673 0.560 -2.804 -0.01 -0.01 -0.01 0.46
O 2.025 0.510 -0.193 -0.09 -0.14 -0.44 -0.31
C 3.988 4.768 0.239 -0.02 0.04 0.00 1.02
H 5.103 2.924 0.450 0.01 0.01 0.01 0.53
H 2.127 -5.083 -4.299 0.01 -0.03 0.05 0.36
C -3.673 6.661 2.379 0.02 -0.03 0.00 -0.45
H 0.664 2.780 2.647 -0.10 0.20 0.05 0.49
N -2.898 1.513 -1.200 0.16 -0.04 -0.24 0.91
C -4.930 1.011 -2.165 0.00 0.02 0.02 -0.77
F 0.731 -4.138 -2.906 0.19 -0.15 0.49 -0.44
C -5.129 1.989 -1.237 0.02 -0.02 -0.01 -1.56
H 4.661 -3.541 -0.756 0.00 0.04 -0.02 0.55
N -7.113 -4.017 -6.851 -0.06 -0.06 -0.07 -0.59
N 3.711 -2.036 1.243 -0.19 -0.30 0.44 0.34
H 1.594 -0.144 -2.702 0.05 0.00 0.02 0.45
Pb -0.299 1.777 -0.356 -0.04 0.15 0.54 1.86
H -0.367 2.349 9.192 0.00 0.00 0.01 0.36
O 0.191 6.217 -0.783 0.00 0.27 0.00 -0.80
C -0.654 2.362 8.147 -0.01 0.00 -0.02 -0.40
H 4.782 6.469 0.550 0.03 -0.14 0.02 0.29
C 3.922 -6.325 -4.549 -0.01 0.00 -0.01 -0.71
H -4.406 -2.294 -2.215 0.00 -0.01 0.02 0.61
H -6.223 0.729 1.826 -0.01 0.00 0.00 0.39
```
Positions in Å, forces in eV/Å.

Summary:
LUMO	0.8	eV
HOMO	-3.62	eV
energy relative to the best compared isomer or geometry (same formula, charge and spin)	1.3639	eV
gap between HOMO and LUMO	4.399	eV
maximum force	0.013	hartree/bohr
molecular weight	1280.87	g/mol
total energy	-153237.4937	eV
charge	-1